# 1
# C3H7NO4

A 2-piece molecular cluster, C3H7NO4 overall at a distorted geometry (ωB97M-V with the def2-TZVPD basis set, the OMol25 dataset).

Geometry (Å):
O: -2.05341 -1.07933 2.21202
C: -2.04402 -0.18192 1.42051
C: -0.89315 0.75743 1.09222
N: -0.14059 0.19491 -0.03669
C: 1.06977 0.69257 -0.38172
O: 1.81638 0.20465 -1.18875
O: 1.26341 1.93344 0.16750
H: -2.95541 0.06082 0.82285
H: -1.35755 1.69787 0.79372
H: -0.24031 0.92234 1.94449
H: -0.42052 -0.71875 -0.37544
H: 2.21182 2.01384 0.31589
O: 0.94676 -2.39673 -2.48424
H: 1.23502 -1.47828 -2.53875
H: 1.56180 -2.62285 -1.76362

As for the SMILES: O=CCNC(=O)O.O. The calculation puts the max |F| at 1.30 eV/A. The value obtained for the total energy is -12904.5949 eV. Its spin multiplicity is 1. The relative energy (zero: lowest compared OMol25 entry of this formula, charge and spin) comes out at 1.392 eV. As for the HOMO-LUMO gap: 10.86 eV.

***

# 2
# C3H7NO4

An isolated molecule of C3H7NO4 at a distorted geometry (ωB97M-V with the def2-TZVPD basis set, the OMol25 dataset).

Geometry (Å):
N: 2.14450 0.40412 -1.11900
C: 1.67510 -0.13198 0.03300
O: 2.09559 -1.08054 0.61624
O: 0.84654 0.97002 0.72979
C: -0.20792 0.32156 1.32728
O: -0.60326 -0.73148 0.37275
C: -1.50370 -0.33693 -0.64353
O: -2.80748 -0.21714 -0.17519
H: 3.09321 0.17133 -1.35404
H: 1.87766 1.35460 -1.32326
H: -1.02585 1.03324 1.49611
H: 0.12266 -0.25850 2.19608
H: -1.42107 -1.10959 -1.41491
H: -1.23191 0.64187 -1.04959
H: -3.05405 -1.03059 0.30827

As for the SMILES: NC(=O)OCOCO. The calculation puts the max |F| at 3.64 eV/A. The value obtained for the total energy is -12903.9400 eV. Its spin multiplicity is 1. The relative energy (zero: lowest compared OMol25 entry of this formula, charge and spin) comes out at 2.047 eV. As for the HOMO-LUMO gap: 11.40 eV.

***

# 3
# C3H7NO4S

An isolated molecule of C3H7NO4S at a distorted geometry (ωB97M-V with the def2-TZVPD basis set, the OMol25 dataset).

Geometry (Å):
C: 2.02846 -0.44606 -1.45337
O: 0.99949 -0.98797 -0.59070
N: 0.42981 -0.22036 0.45452
S: -0.67328 0.80617 0.09930
C: -2.42528 0.25250 -0.45379
O: -0.34518 2.00002 -0.67745
O: -0.86162 1.19391 1.69510
C: -0.71254 0.16288 2.53803
O: -1.50722 -0.69595 2.45476
H: 2.04370 0.60548 -1.41357
H: 1.73178 -0.80182 -2.48944
H: 2.97922 -0.80093 -1.11198
H: -3.20197 0.72989 0.15407
H: -2.35447 0.20350 -1.51836
H: -2.47612 -0.68711 -0.06670
H: 0.03023 0.29366 3.23158

As for the SMILES: CON=[S@](C)(=O)OC=O. The calculation puts the max |F| at 3.52 eV/A. The value obtained for the total energy is -23734.1398 eV. Its spin multiplicity is 1. The relative energy (zero: lowest compared OMol25 entry of this formula, charge and spin) comes out at 5.723 eV. As for the HOMO-LUMO gap: 9.99 eV.

***

# 4
# C3H7NO5S

C3H7NO5S as an isolated structure at a distorted geometry (ωB97M-V with the def2-TZVPD basis set, the OMol25 dataset).

Geometry (Å):
C: 0.00713 1.70419 -0.72669
C: 0.17112 0.25524 -0.87633
C: -1.36991 -0.57187 -0.01670
N: -0.94061 -1.88298 0.45673
O: 1.23548 0.36322 1.39535
O: 0.26076 2.31190 0.29625
O: 1.67741 -1.69841 -0.08963
O: 2.75349 0.36747 -0.52364
O: -1.86553 0.30913 0.84525
S: 1.59637 -0.25536 0.00472
H: -0.52162 2.23406 -1.60001
H: 0.01261 -0.11393 -1.91442
H: -1.98544 -0.65899 -0.82774
H: 1.00836 1.34136 1.03869
H: -0.43190 -2.44534 -0.32414
H: -0.42815 -1.86261 1.31913
H: -1.17959 0.60292 1.54318

The calculation puts the max |F| at 4.46 eV/A. The value obtained for the total energy is -25784.9549 eV. Its spin multiplicity is 1. As for the HOMO-LUMO gap: 9.46 eV.

***

# 5
# C3H7NO7PS

A 2-piece molecular cluster, C3H7NO7PS overall (ωB97M-V with the def2-TZVPD basis set, the OMol25 dataset).

Geometry (Å):
N: -1.66382 -1.88425 -2.99634
P: -2.33710 -2.81619 -1.70199
O: -1.21374 -4.07049 -1.62894
C: -1.77550 -1.83858 -0.19048
O: -0.63573 -1.33690 -0.18314
O: -2.66235 -1.83783 0.68182
H: -0.74062 -2.22213 -3.25817
H: -2.26258 -2.02198 -3.80639
H: -1.72304 -4.88795 -1.62581
C: 1.07210 1.39008 0.46797
C: 1.69650 1.10703 1.81272
O: 2.24933 2.38080 2.21739
S: 1.32479 3.55872 1.67583
O: 0.45141 4.00263 2.70565
O: 2.15724 4.49639 1.00369
O: 0.49246 2.70798 0.63306
H: 1.81983 1.44281 -0.32477
H: 0.30563 0.66128 0.21050
H: 2.49498 0.37353 1.76386
H: 0.95020 0.79507 2.54355

The calculation puts the max |F| at 0.63 eV/A. The value obtained for the total energy is -39173.0200 eV. Its spin multiplicity is 1. The relative energy (zero: lowest compared OMol25 entry of this formula, charge and spin) comes out at 0.000 eV. As for the HOMO-LUMO gap: 7.09 eV. The total charge is -1.

***

# 6
# C3H7NOS

An isolated ion of composition C3H7NOS and charge -2 at a distorted geometry (ωB97M-V with the def2-TZVPD basis set, the OMol25 dataset).

Geometry (Å):
N: -0.10849 -0.82566 1.32139
C: -0.24777 -0.38040 0.01158
C: -1.05933 0.96527 -0.09394
O: -2.34805 0.89174 0.30260
C: 1.07523 -0.20989 -0.81469
S: 2.62287 0.32332 -0.11321
H: 0.45694 -1.74873 1.56810
H: 0.03130 -0.01929 1.99737
H: -0.76645 -1.23564 -0.61060
H: -1.05717 1.19758 -1.19345
H: -0.72478 1.87288 0.40824
H: 0.86948 0.45468 -1.61611
H: 1.25623 -1.28585 -1.16726

As for the SMILES: N[C@@H](C[O-])C[S-]. The calculation puts the max |F| at 4.29 eV/A. The value obtained for the total energy is -17593.2240 eV. Its spin multiplicity is 1. The relative energy (zero: lowest compared OMol25 entry of this formula, charge and spin) comes out at 1.707 eV. As for the HOMO-LUMO gap: 4.94 eV. The total charge is -2.

***

# 7
# C3H7NOS

An isolated molecule of C3H7NOS at a distorted geometry (ωB97M-V with the def2-TZVPD basis set, the OMol25 dataset).

Geometry (Å):
C: 1.40285 1.00622 -0.23830
C: 0.71538 -0.21153 0.28337
O: 1.51037 -1.31613 -0.04259
C: -0.67394 -0.51543 -0.25919
N: -1.60736 0.05301 0.42511
S: -3.22600 -0.25764 -0.14300
H: 0.74404 1.83752 -0.12262
H: 2.34825 1.23146 0.28234
H: 1.51431 0.91870 -1.30584
H: 0.83361 -0.23127 1.43525
H: 0.98810 -2.02712 0.22451
H: -0.73382 -1.16646 -1.20678
H: -3.81580 0.67868 0.66774

As for the SMILES: C[C@H](O)/C=N/S. The calculation puts the max |F| at 2.55 eV/A. The value obtained for the total energy is -17595.6423 eV. Its spin multiplicity is 1. The relative energy (zero: lowest compared OMol25 entry of this formula, charge and spin) comes out at 2.287 eV. As for the HOMO-LUMO gap: 9.83 eV.

***

# 8
# C3H7NOS

An isolated molecule of C3H7NOS at a distorted geometry (ωB97M-V with the def2-TZVPD basis set, the OMol25 dataset).

Geometry (Å):
C: -2.75062 0.14884 -0.33857
N: -1.76857 -0.43495 0.26906
O: -0.61318 -0.42521 -0.45115
C: 0.37321 -1.14866 0.26085
S: 1.96142 -0.79115 -0.39676
C: 2.07754 0.97855 0.09456
H: -2.64796 0.58520 -1.38160
H: -3.71378 0.06150 0.10405
H: 0.24966 -0.83772 1.30874
H: 0.23622 -2.24783 0.11569
H: 2.18042 1.18865 1.17932
H: 3.03585 1.20767 -0.39074
H: 1.37976 1.71511 -0.37344

As for the SMILES: C=NOCSC. The calculation puts the max |F| at 2.44 eV/A. The value obtained for the total energy is -17594.7496 eV. Its spin multiplicity is 1. The relative energy (zero: lowest compared OMol25 entry of this formula, charge and spin) comes out at 3.180 eV. As for the HOMO-LUMO gap: 10.06 eV.

***

- Number 1 is which compound?
  C3H7NO4